141
Properties=species:S:1:pos:R:3 method="wB97M-V/def2-TZVPD" relative_energy_kj_mol=0.0 charge=-2 homo_ev=-2.377
Rb -0.135 -0.098 -0.449
N 3.458 1.175 0.004
C 3.005 2.521 0.388
C 1.911 3.173 -0.463
O 2.188 3.563 -1.692
N 0.811 3.405 0.156
C -0.242 4.107 -0.537
C -1.332 3.193 -1.169
O -2.481 3.691 -1.228
O -0.966 2.071 -1.593
H 3.818 1.216 -0.939
H 2.651 0.564 -0.056
H 3.884 3.174 0.365
H 2.621 2.469 1.406
H 0.134 4.720 -1.369
H -0.753 4.762 0.172
C -4.067 -1.574 1.994
C -3.913 -2.454 0.803
N -3.216 -2.192 -0.244
C -3.243 -3.207 -1.167
C -4.021 -4.271 -0.817
S -4.714 -4.013 0.726
C -2.457 -3.106 -2.398
C -2.479 -3.994 -3.432
S -1.384 -3.508 -4.664
C -0.948 -2.108 -3.688
N -1.587 -2.062 -2.577
C 0.092 -1.141 -4.136
H -3.070 -1.390 2.397
H -4.701 -2.041 2.747
H -4.487 -0.613 1.694
H -4.208 -5.180 -1.364
H -3.071 -4.886 -3.547
H 0.221 -1.158 -5.217
H 1.045 -1.390 -3.662
H -0.164 -0.130 -3.813
O -0.650 -1.958 2.003
S -0.146 -3.212 1.484
O -1.148 -4.246 1.288
N 0.802 -2.913 0.271
C 1.600 -3.874 -0.271
C 1.622 -5.229 0.068
C 2.519 -6.124 -0.526
C 3.422 -5.721 -1.474
C 3.445 -4.365 -1.866
C 4.346 -3.860 -2.831
C 4.357 -2.527 -3.127
C 3.439 -1.688 -2.466
N 2.564 -2.125 -1.597
C 2.546 -3.437 -1.273
C 0.905 -3.796 2.836
C 0.383 -4.656 3.788
C 1.163 -5.041 4.871
C 2.459 -4.558 4.998
C 2.973 -3.690 4.043
C 2.195 -3.304 2.962
H 0.909 -5.592 0.795
H 2.492 -7.166 -0.226
H 4.116 -6.422 -1.925
H 5.023 -4.551 -3.323
H 5.042 -2.112 -3.855
H 3.409 -0.620 -2.660
H -0.630 -5.015 3.652
H 0.760 -5.719 5.614
H 3.067 -4.853 5.845
H 3.983 -3.311 4.145
H 2.578 -2.631 2.203
C -6.322 3.801 2.550
C -4.862 4.116 2.908
C -4.766 4.226 4.432
C -4.454 5.454 2.276
C -3.937 3.039 2.353
C -4.085 2.597 1.045
C -3.223 1.631 0.550
N -2.238 1.106 1.260
C -2.064 1.538 2.505
C -2.894 2.486 3.093
C -0.945 0.908 3.253
C -1.123 0.479 4.565
C -0.096 -0.187 5.227
C 1.089 -0.366 4.526
C 1.180 0.108 3.224
N 0.198 0.730 2.598
C -0.282 -0.651 6.669
C -1.629 -1.363 6.839
C 0.824 -1.623 7.092
C -0.232 0.587 7.577
H -6.987 4.535 3.014
H -6.597 2.806 2.909
H -6.486 3.832 1.474
H -5.511 4.937 4.797
H -3.782 4.579 4.744
H -4.954 3.260 4.906
H -5.115 6.258 2.615
H -4.493 5.394 1.188
H -3.427 5.702 2.552
H -4.826 3.019 0.381
H -3.312 1.283 -0.471
H -2.688 2.805 4.106
H -2.081 0.635 5.045
H 1.932 -0.884 4.960
H 2.100 -0.026 2.660
H -1.707 -2.197 6.139
H -2.469 -0.691 6.662
H -1.715 -1.751 7.857
H 0.888 -2.461 6.395
H 0.610 -2.013 8.090
H 1.794 -1.123 7.124
H -1.032 1.285 7.327
H 0.719 1.108 7.452
H -0.335 0.299 8.628
O 2.411 1.229 -3.035
S 3.295 2.412 -3.095
C 2.563 3.651 -4.270
C 1.251 3.204 -4.830
C 0.226 2.788 -3.979
C -1.008 2.418 -4.492
C -1.241 2.468 -5.861
C -0.222 2.865 -6.717
C 1.017 3.221 -6.203
C 4.549 1.711 -4.514
C 3.933 1.345 -5.795
C 3.004 0.294 -5.870
C 2.363 -0.010 -7.057
C 2.643 0.703 -8.216
C 3.560 1.743 -8.164
C 4.187 2.064 -6.970
H 3.297 3.842 -5.051
H 2.440 4.531 -3.641
H 0.393 2.737 -2.912
H -1.783 2.100 -3.805
H -2.211 2.197 -6.263
H -0.390 2.900 -7.788
H 1.815 3.512 -6.879
H 4.926 0.850 -3.960
H 5.331 2.469 -4.600
H 2.772 -0.256 -4.969
H 1.632 -0.810 -7.082
H 2.147 0.457 -9.147
H 3.789 2.305 -9.064
H 4.900 2.883 -6.944

=====

147
Properties=species:S:1:pos:R:3 method="wB97M-V/def2-TZVPD" multiplicity=5 homo_ev="-6.327 / -7.491" s_squared=6.018
Co 0.190 0.018 0.580
C 3.171 -4.215 0.488
C 3.528 -3.685 -0.903
C 3.973 -4.842 -1.792
P 2.120 -2.556 -1.483
C 2.629 -2.069 -3.229
C 2.454 -2.981 -4.442
C 4.072 -1.558 -3.169
C 0.796 -3.818 -1.474
C 0.742 -4.890 -2.364
C -0.031 -6.008 -2.092
C -0.668 -6.107 -0.867
C -0.628 -5.038 0.017
C 0.025 -3.842 -0.288
Si -0.266 -2.238 0.755
C 0.563 -2.494 2.499
C 0.231 -3.622 3.253
C 0.620 -3.771 4.573
C 1.341 -2.761 5.191
C 1.710 -1.643 4.463
C 1.361 -1.507 3.118
P 1.887 -0.008 2.188
C 3.763 -0.138 2.009
C 4.130 -0.181 0.528
C 4.403 -1.291 2.774
C 1.729 1.395 3.427
C 1.407 2.660 2.618
C 2.905 1.695 4.358
C -2.172 -2.168 1.219
C -3.027 -3.270 1.104
C -4.370 -3.215 1.436
C -4.937 -2.013 1.821
C -4.136 -0.888 1.885
C -2.767 -0.955 1.622
P -1.757 0.555 1.849
C -1.902 0.832 3.713
C -1.683 -0.490 4.454
C -3.187 1.485 4.217
C -2.811 1.902 1.128
C -3.202 1.513 -0.299
C -2.045 3.227 1.169
H 4.054 -4.636 0.974
H 2.421 -5.005 0.420
H 2.757 -3.431 1.124
H 4.378 -3.002 -0.796
H 3.147 -5.518 -2.011
H 4.737 -5.422 -1.267
H 4.409 -4.503 -2.731
H 1.971 -1.209 -3.390
H 3.057 -3.887 -4.370
H 2.782 -2.439 -5.334
H 1.413 -3.250 -4.601
H 4.776 -2.391 -3.150
H 4.250 -0.942 -2.284
H 4.290 -0.956 -4.053
H 1.317 -4.868 -3.276
H -0.089 -6.816 -2.811
H -1.195 -7.013 -0.594
H -1.095 -5.163 0.985
H -0.373 -4.400 2.801
H 0.342 -4.658 5.130
H 1.615 -2.838 6.236
H 2.265 -0.862 4.963
H 4.150 0.799 2.410
H 3.696 -1.060 0.060
H 5.215 -0.215 0.402
H 3.746 0.699 0.011
H 3.987 -2.250 2.469
H 4.268 -1.192 3.851
H 5.476 -1.306 2.572
H 0.860 1.124 4.034
H 2.263 2.930 1.992
H 1.189 3.505 3.274
H 0.552 2.504 1.958
H 3.711 2.195 3.821
H 3.321 0.814 4.846
H 2.570 2.380 5.140
H -2.647 -4.208 0.737
H -4.978 -4.110 1.365
H -5.993 -1.947 2.049
H -4.595 0.059 2.134
H -1.074 1.507 3.956
H -2.522 -1.164 4.281
H -1.608 -0.315 5.530
H -0.776 -0.995 4.127
H -4.050 0.838 4.062
H -3.380 2.454 3.757
H -3.094 1.643 5.294
H -3.716 1.998 1.730
H -2.388 0.999 -0.808
H -3.428 2.402 -0.891
H -4.072 0.857 -0.313
H -1.650 3.439 2.167
H -1.210 3.210 0.462
H -2.698 4.052 0.881
C -2.755 7.750 0.259
C -1.510 6.904 0.186
C -0.715 6.772 1.322
C 0.436 6.005 1.285
C 0.794 5.351 0.120
C 0.006 5.463 -1.028
N 0.327 4.765 -2.211
C 1.499 3.988 -2.251
C 2.739 4.609 -2.396
C 3.902 3.862 -2.434
C 3.850 2.477 -2.320
C 2.626 1.854 -2.156
C 1.447 2.592 -2.133
C 0.136 1.898 -1.861
O -0.913 2.359 -2.311
O 0.208 0.869 -1.098
C -1.154 6.255 -0.998
C -1.985 6.431 -2.244
H -2.821 8.246 1.226
H -3.652 7.141 0.129
H -2.759 8.515 -0.520
H -1.001 7.275 2.237
H 1.051 5.898 2.171
H 1.680 4.731 0.092
H -0.456 4.206 -2.533
H 2.771 5.689 -2.473
H 4.856 4.357 -2.563
H 4.764 1.897 -2.355
H 2.550 0.781 -2.035
H -1.898 5.578 -2.913
H -1.648 7.312 -2.797
H -3.039 6.567 -2.008
C -1.509 -3.249 -4.346
Si -1.362 -1.600 -3.409
C -0.656 -0.283 -4.571
C -3.144 -1.280 -2.909
C -3.851 -2.245 -2.188
C -5.201 -2.090 -1.922
C -5.872 -0.953 -2.353
C -5.180 0.028 -3.045
C -3.831 -0.134 -3.319
H -2.088 -3.073 -5.259
H -2.045 -3.984 -3.744
H -0.556 -3.691 -4.633
H -0.917 -0.509 -5.608
H 0.431 -0.210 -4.504
H -1.060 0.696 -4.317
H -3.336 -3.137 -1.848
H -5.737 -2.861 -1.385
H -6.931 -0.843 -2.156
H -5.699 0.918 -3.383
H -3.305 0.640 -3.868

=====

Number 1: M 1193.9 g/mol. Number 2: M 1042.3 g/mol.